Formula: C30H84F3O15S13Tl
Source: the Open Molecules 2025 dataset
Level of theory: wB97M-V/def2-TZVPD

As for the energy relative to the best compared isomer or geometry (same formula, charge and spin): 3.2 kJ/mol. The total charge is +2. The value obtained for the HOMO energy is -0.4551 Ha.

Element x y z (Å)
Tl  30.22913  -10.81952  15.10433
C  26.31010  -10.64881  13.16266
O  25.36350  -10.50150  14.17150
O  27.57692  -10.63327  13.77191
C  25.97542  -11.83576  12.17903
F  26.65981  -11.73799  11.06002
F  26.17561  -13.14714  12.59741
F  24.66430  -11.85415  11.84273
C  24.71087  -9.20692  14.33451
C  23.54905  -9.36881  15.38089
H  22.75572  -10.06167  15.10041
H  23.94388  -9.73468  16.32870
H  23.05927  -8.43021  15.64022
H  24.33888  -8.96354  13.33927
H  25.32823  -8.45688  14.82888
H  26.30856  -9.68041  12.66236
C  27.01016  -13.59215  7.79649
S  27.17999  -11.76509  8.11971
O  28.66472  -11.43168  7.88722
C  26.26423  -11.08697  6.72232
H  26.05539  -13.98666  8.14416
H  27.73964  -14.05428  8.46162
H  27.29038  -13.74214  6.75386
H  25.30719  -11.58877  6.86510
H  26.63475  -11.45562  5.76581
H  26.36539  -10.00275  6.67416
C  29.92531  -12.48212  10.96521
S  30.45508  -10.64545  10.77044
O  30.70167  -10.13514  12.19618
C  32.16469  -11.02029  10.14140
H  29.88390  -12.90971  9.96344
H  28.89076  -12.42312  11.30335
H  30.57050  -13.14692  11.53956
H  32.71476  -11.51945  10.93912
H  32.69558  -10.15733  9.73947
H  32.12706  -11.67164  9.26824
C  21.46221  -14.48431  13.52596
S  22.45204  -14.51200  15.10276
O  21.72900  -15.39214  16.14370
C  23.96127  -15.46928  14.56236
H  21.35621  -15.46294  13.05780
H  22.07224  -13.94873  12.79856
H  20.48174  -14.03294  13.67771
H  24.38143  -14.98662  13.67997
H  23.68237  -16.47563  14.24998
H  24.77210  -15.42976  15.28974
C  27.80233  -14.91413  15.23112
S  28.95838  -14.74784  13.85049
O  29.75510  -13.46753  14.06876
C  30.14252  -16.11190  14.31094
H  27.16254  -15.79510  15.28267
H  27.16549  -14.05439  15.02282
H  28.31079  -14.83974  16.19240
H  30.92972  -16.05645  13.55903
H  29.64804  -17.06256  14.11137
H  30.58870  -16.12191  15.30537
C  22.10108  -9.81098  20.49109
S  21.65290  -10.28168  18.82158
O  20.63467  -11.45892  18.74224
C  20.89121  -8.82200  18.01712
H  22.41989  -10.60283  21.16889
H  21.21473  -9.56246  21.07480
H  22.84361  -9.01645  20.41697
H  21.53809  -7.96679  18.21272
H  19.95612  -8.49447  18.47147
H  20.76809  -8.98988  16.94719
C  29.98171  -6.30952  12.80043
S  28.82816  -7.52799  13.61520
O  29.60357  -8.13838  14.74747
C  27.71275  -6.33900  14.49598
H  30.19797  -5.46164  13.45039
H  29.35934  -5.84901  12.03317
H  30.88503  -6.81734  12.46245
H  26.84962  -6.91411  14.83117
H  27.32487  -5.53219  13.87412
H  28.23961  -5.84015  15.30941
C  27.49610  -8.28613  9.84003
S  25.69955  -8.49611  9.77587
O  25.18727  -7.50106  10.83235
C  25.46241  -7.44774  8.27861
H  27.82840  -7.29300  10.14229
H  28.00300  -8.60655  8.92982
H  27.75723  -9.02301  10.59958
H  25.58264  -7.93480  7.31094
H  26.13327  -6.59795  8.40472
H  24.45233  -7.05364  8.39059
C  26.07904  -16.49619  11.47101
S  26.40049  -17.37606  13.05146
O  25.18872  -18.20589  13.46991
C  27.63936  -18.51166  12.30879
H  25.17944  -15.88294  11.52356
H  26.05908  -17.10088  10.56434
H  26.83744  -15.71859  11.38004
H  28.60306  -18.11102  11.99434
H  27.15351  -19.21107  11.62844
H  27.98194  -19.04939  13.19287
C  27.67802  -7.88416  17.48616
S  26.26632  -6.81208  18.09005
O  25.36959  -6.40974  16.91368
C  25.38549  -8.13571  19.03722
H  28.39946  -7.29299  16.92211
H  27.42426  -8.78147  16.92175
H  28.17253  -8.22250  18.39669
H  24.40000  -7.68850  19.16725
H  25.83221  -8.50805  19.95912
H  25.08314  -8.97028  18.40462
C  22.34286  -9.06417  10.32915
S  20.55242  -9.42709  10.27408
O  19.89071  -8.13290  9.78930
C  20.68642  -10.54566  8.75098
H  22.91048  -9.92906  10.67249
H  22.50622  -8.22006  10.99913
H  22.70004  -8.73629  9.35293
H  20.90776  -11.55223  9.10582
H  21.40460  -10.13753  8.03982
H  19.77269  -10.69117  8.17478
C  27.02410  -12.40533  19.25383
S  26.99412  -11.40022  17.66523
O  28.21280  -11.64258  16.82480
C  25.63486  -12.43325  16.83666
H  27.48205  -13.37677  19.06760
H  26.05707  -12.72348  19.64335
H  27.70946  -11.91048  19.94193
H  24.70428  -12.35294  17.39850
H  26.07072  -13.42537  16.71912
H  25.36547  -12.12483  15.82650
C  24.18246  -5.25065  13.91794
S  22.71418  -4.09844  14.19230
O  21.68883  -4.31542  13.07479
C  22.17082  -4.81140  15.80214
H  23.79440  -6.22646  13.62591
H  24.79790  -5.30456  14.81595
H  24.80903  -4.94202  13.08113
H  22.08578  -3.98521  16.50801
H  22.77103  -5.65586  16.14086
H  21.14642  -5.15135  15.95422
C  20.03108  -7.87501  13.71523
S  19.04697  -9.38493  13.89993
O  18.64798  -9.40779  15.38075
C  17.49523  -8.75800  13.05820
H  20.98449  -8.08271  14.20098
H  19.50066  -7.06468  14.21536
H  20.14923  -7.67270  12.65072
H  17.78874  -8.59503  12.02119
H  16.99286  -7.93779  13.57103
H  16.74726  -9.54726  12.98271

Löwdin atomic charge list, values in e, 99 entries: Tl 1.083; C -0.345; O -0.082; O -0.048; C -0.484; F 0.114; F 0.090; F 0.129; C -0.144; C -0.043; H 0.079; H 0.050; H 0.059; H 0.117; H 0.101; H 0.151; C -0.210; S 0.800; O -0.576; C -0.248; H 0.051; H 0.038; H 0.061; H 0.055; H 0.065; H 0.037; C -0.204; S 0.891; O -0.670; C -0.224; H 0.034; H 0.015; H 0.050; H 0.060; H 0.054; H 0.055; C -0.216; S 0.899; O -0.492; C -0.232; H 0.063; H 0.037; H 0.059; H 0.024; H 0.048; H 0.038; C -0.271; S 0.840; O -0.669; C -0.208; H 0.028; H 0.016; H 0.070; H 0.051; H 0.031; H 0.069; C -0.244; S 0.882; O -0.473; C -0.215; H 0.071; H 0.070; H 0.037; H 0.045; H 0.075; H 0.028; C -0.191; S 0.864; O -0.671; C -0.222; H 0.062; H 0.045; H 0.062; H 0.008; H 0.059; H 0.067; C -0.259; S 0.812; O -0.579; C -0.219; H 0.063; H 0.060; H 0.009; H 0.043; H 0.060; H 0.051; C -0.252; S 0.816; O -0.529; C -0.245; H 0.037; H 0.061; H 0.029; H 0.056; H 0.068; H 0.044; C -0.245; S 0.904; O -0.588